Formula: C29H32BaO4P2
Source: the OMol25 dataset
Level of theory: ωB97M-V/def2-TZVPD

## Properties
DFT total energy ... -58044.441 eV
Molecular weight ... 643.8 g mol⁻¹
Spin multiplicity ... 1
Relative energy (zero: lowest compared OMol25 entry of this formula, charge and spin) ... 74.0 kJ/mol
Frontier orbital gap ... 0.3502 hartree
Charge ... +2

Each line ends with the Löwdin charge.
Cartesian coordinates (Å):
Ba 1.891 -1.556 -0.017  2.1914
C 5.194 -3.066 -0.736  -0.0448
O 4.207 -2.610 0.217  -0.4560
C 4.465 -3.035 1.577  -0.1744
C 3.620 -2.209 2.529  -0.1855
O 2.193 -2.467 2.384  -0.4127
C 1.717 -3.597 3.141  -0.0409
H 6.168 -2.660 -0.468  0.1041
H 4.904 -2.699 -1.716  0.0925
H 5.229 -4.153 -0.748  0.1039
H 5.520 -2.870 1.805  0.1443
H 4.264 -4.103 1.668  0.1365
H 3.774 -1.142 2.336  0.1275
H 3.927 -2.414 3.554  0.1420
H 1.916 -3.446 4.200  0.1042
H 2.196 -4.510 2.792  0.0975
H 0.647 -3.640 2.965  0.0984
O -0.334 -1.804 0.063  -0.7258
P -1.458 -0.719 0.191  0.7802
C -0.705 0.865 0.731  -0.2855
P 0.798 1.569 -0.072  0.7600
O 2.003 0.653 0.288  -0.7005
C 0.937 3.210 0.510  -0.2952
C 1.072 4.276 -0.383  -0.0543
C 1.244 5.567 0.098  -0.0434
C 1.284 5.791 1.465  -0.0384
C 1.159 4.735 2.365  -0.0496
C 0.988 3.447 1.894  -0.0647
C 0.531 1.543 -1.815  -0.3098
C 1.387 0.840 -2.679  -0.0821
C 1.147 0.838 -4.045  -0.0522
C 0.064 1.527 -4.563  -0.0399
C -0.794 2.224 -3.718  -0.0436
C -0.566 2.230 -2.352  -0.0848
C -2.661 -1.151 1.392  -0.3020
C -3.329 -2.369 1.198  -0.0579
C -4.288 -2.776 2.105  -0.0469
C -4.595 -1.971 3.201  -0.0421
C -3.949 -0.761 3.396  -0.0514
C -2.976 -0.349 2.491  -0.0679
C -2.279 -0.477 -1.349  -0.3119
C -3.413 0.341 -1.416  -0.0677
C -4.089 0.479 -2.617  -0.0491
C -3.644 -0.212 -3.744  -0.0477
C -2.529 -1.032 -3.678  -0.0539
C -1.842 -1.166 -2.477  -0.0664
H -0.449 0.756 1.789  0.0747
H -1.500 1.616 0.666  0.0897
H 1.059 4.114 -1.452  0.1074
H 1.351 6.396 -0.589  0.1200
H 1.422 6.798 1.841  0.1213
H 1.200 4.925 3.430  0.1186
H 0.914 2.640 2.613  0.1114
H 2.271 0.327 -2.324  0.0799
H 1.824 0.308 -4.703  0.1189
H -0.107 1.528 -5.633  0.1231
H -1.635 2.764 -4.132  0.1230
H -1.248 2.791 -1.723  0.1240
H -3.111 -3.006 0.348  0.1209
H -4.802 -3.717 1.961  0.1189
H -5.350 -2.296 3.906  0.1200
H -4.198 -0.140 4.246  0.1176
H -2.485 0.601 2.660  0.0990
H -3.801 0.849 -0.538  0.1194
H -4.973 1.100 -2.676  0.1183
H -4.185 -0.119 -4.678  0.1192
H -2.201 -1.579 -4.553  0.1181
H -0.989 -1.828 -2.422  0.1029

Formula: C29H32Br2ClF3N2O10S
Source: the OMol25 dataset
Level of theory: ωB97M-V/def2-TZVPD

## Properties
DFT total energy ... -225627.426 eV
Molecular weight ... 852.9 g mol⁻¹
SMILES string ... C/C(Br)=C(/Br)c1cc(CC(=O)Cl)c2nsnc2c1COC(F)(F)F.O=C1CCCO1.O=C1CCCO1.O=C1CCCO1.O=C1CCCO1
Spin multiplicity ... 1
Frontier orbital gap ... 0.2487 hartree
Charge ... 0

Each line ends with the Löwdin charge.
Cartesian coordinates (Å):
C 4.021 1.502 2.127  -0.1332
C 3.899 2.013 3.699  -0.5974
Br 5.521 1.728 4.897  0.5737
C 2.656 2.656 4.212  -0.6058
Br 2.634 3.179 6.167  0.5619
C 1.300 2.965 3.300  -0.0761
C 0.055 1.864 3.227  0.0639
C -1.277 2.256 2.330  -0.0796
C -2.513 1.130 2.339  -0.1348
C -2.218 0.120 1.059  -0.5692
O -1.918 0.746 -0.113  -0.0945
Cl -2.252 -1.742 1.206  0.5934
C -1.471 3.637 1.462  -0.1805
N -2.632 4.120 0.607  -0.2839
S -2.177 5.688 -0.043  0.8998
N -0.556 5.877 0.651  -0.2959
C -0.210 4.683 1.535  -0.1498
C 1.135 4.379 2.421  0.0062
C 2.411 5.409 2.486  -0.1349
O 3.490 4.838 1.665  -0.0548
C 3.722 5.603 0.430  -0.2315
F 4.342 4.629 -0.545  0.0059
F 4.773 6.674 0.605  0.0212
F 2.493 6.104 -0.236  0.0301
H 4.340 2.364 1.386  0.0843
H 3.028 0.953 1.760  0.0951
H 4.880 0.686 2.067  0.0814
H 0.059 0.831 3.814  0.1258
H -3.555 1.685 2.161  0.1381
H -2.590 0.557 3.371  0.1196
H 2.803 5.377 3.613  0.1444
H 2.158 6.530 2.266  0.1527
O 2.956 -0.546 3.101  0.0329
C 3.194 -1.607 2.546  -0.4345
O 3.241 -2.814 3.182  0.0419
C 3.651 -3.816 2.253  -0.1642
C 3.327 -3.255 0.893  -0.1610
C 3.520 -1.773 1.093  -0.0922
H 4.723 -3.996 2.384  0.1296
H 3.109 -4.746 2.450  0.1319
H 3.947 -3.673 0.096  0.1223
H 2.278 -3.459 0.648  0.1260
H 4.557 -1.471 0.923  0.1329
H 2.840 -1.192 0.467  0.1335
O -0.527 -6.120 1.277  0.0918
C -1.740 -5.991 1.291  -0.4584
O -2.386 -4.794 1.417  -0.0380
C -3.790 -5.027 1.505  -0.1805
C -4.009 -6.381 0.881  -0.1561
C -2.734 -7.111 1.221  -0.0803
H -4.083 -5.003 2.559  0.1308
H -4.329 -4.240 0.969  0.1207
H -4.910 -6.882 1.245  0.1268
H -4.095 -6.279 -0.208  0.1029
H -2.792 -7.599 2.197  0.1365
H -2.464 -7.829 0.443  0.1313
O -1.935 8.232 -3.465  0.0931
C -1.132 7.429 -3.912  -0.4650
O -1.454 6.411 -4.762  0.0267
C -0.296 5.609 -4.991  -0.1716
C 0.875 6.500 -4.670  -0.1683
C 0.328 7.384 -3.577  -0.0856
H -0.344 4.732 -4.336  0.1298
H -0.280 5.273 -6.031  0.1277
H 1.770 5.945 -4.376  0.1209
H 1.127 7.111 -5.545  0.1230
H 0.454 6.934 -2.588  0.1255
H 0.771 8.381 -3.609  0.1335
O -5.498 -6.206 -2.621  0.0989
C -4.426 -6.231 -3.204  -0.4629
O -3.361 -6.995 -2.824  0.0164
C -2.246 -6.694 -3.662  -0.1690
C -2.838 -6.105 -4.915  -0.1688
C -4.069 -5.403 -4.401  -0.0853
H -1.596 -5.986 -3.137  0.1312
H -1.681 -7.608 -3.867  0.1298
H -2.148 -5.446 -5.449  0.1220
H -3.133 -6.910 -5.600  0.1242
H -3.849 -4.382 -4.077  0.1386
H -4.873 -5.411 -5.140  0.1332

Formula: C29H32ClFeN10O7PS
Source: the OMol25 dataset
Level of theory: ωB97M-V/def2-TZVPD

## Properties
DFT total energy ... -126857.094 eV
Molecular weight ... 787.0 g mol⁻¹
Spin multiplicity ... 5
Relative energy (zero: lowest compared OMol25 entry of this formula, charge and spin) ... 482.2 kJ/mol
⟨S²⟩ ... 6.07
Frontier orbital gap (spin up / spin down) ... 0.1951 / 0.1963 hartree
Charge ... 0

Each line ends with the Löwdin charge.
Cartesian coordinates (Å):
Fe -0.549 0.619 -0.225  0.4405
O -1.469 -1.387 3.807  0.0192
C -2.704 -1.810 3.441  -0.2648
C -3.320 -2.790 4.215  -0.0218
C -4.576 -3.253 3.873  -0.0909
C -5.236 -2.754 2.754  -0.0967
C -4.626 -1.783 1.982  -0.0308
C -3.363 -1.289 2.311  -0.0857
C -2.710 -0.254 1.474  -0.4507
O -1.519 0.176 1.821  -0.2121
N -3.325 0.218 0.420  0.0919
N -2.432 1.043 -0.242  -0.1527
C -2.774 2.132 -0.925  -0.0899
C -1.682 2.983 -1.167  -0.2577
C -1.715 4.219 -1.863  -0.0424
C -0.605 5.002 -1.913  -0.0877
C 0.589 4.576 -1.260  -0.0849
C 0.586 3.368 -0.628  -0.1753
N -0.494 2.557 -0.550  -0.0005
H -1.234 -0.702 3.115  0.0456
H -2.792 -3.176 5.078  0.1137
H -5.044 -4.019 4.481  0.1004
H -6.217 -3.126 2.487  0.0963
H -5.109 -1.379 1.101  0.1069
H -3.802 2.369 -1.171  0.1213
H -2.639 4.519 -2.343  0.1112
H -0.623 5.945 -2.445  0.1004
H 1.487 5.178 -1.278  0.0944
H 1.482 2.990 -0.147  0.0789
Cl -4.706 -2.213 -3.962  0.6944
C -3.160 -1.434 -4.000  -0.6400
C -2.426 -1.447 -5.183  -0.0847
C -1.192 -0.832 -5.208  0.0017
C -0.711 -0.186 -4.070  -0.1194
C -1.456 -0.190 -2.900  -0.0501
C -2.686 -0.821 -2.855  -0.0864
C 0.642 0.389 -4.110  -0.3383
O 1.532 0.104 -4.843  0.1833
O 0.821 1.423 -3.130  0.0427
H -2.823 -1.941 -6.059  0.1084
H -0.589 -0.832 -6.108  0.1272
H -1.055 0.256 -1.986  0.0251
H -3.261 -0.849 -1.935  0.0999
S -0.517 -1.860 -0.290  0.7945
C 0.933 -2.367 0.478  -0.7416
N 1.925 -2.882 -0.256  0.0312
C 3.174 -3.407 0.289  -0.1752
C 2.931 -3.886 1.709  -0.1553
C 2.259 -2.784 2.509  -0.1571
N 1.074 -2.327 1.794  0.0577
H 1.783 -2.857 -1.253  0.1179
H 3.949 -2.637 0.261  0.0956
H 3.504 -4.226 -0.348  0.1235
H 3.873 -4.166 2.178  0.1193
H 2.283 -4.765 1.686  0.1242
H 2.939 -1.948 2.686  0.0970
H 1.942 -3.147 3.484  0.1310
H 0.357 -1.841 2.313  0.1083
N 3.721 0.571 0.378  -0.0207
C 3.515 1.643 1.383  -0.2670
P 2.011 1.163 2.303  0.4079
O 2.347 0.304 3.465  -0.3184
O 1.055 0.680 1.252  -0.3798
C 1.162 2.718 2.858  -0.1655
N -0.317 2.438 2.800  0.1491
H 3.773 -0.331 0.843  0.0698
H 4.598 0.691 -0.114  0.0874
H 2.192 0.323 -0.623  0.0683
H 3.367 2.587 0.855  0.0797
H 4.350 1.753 2.077  0.0910
H 1.384 3.540 2.180  0.0868
H 1.439 2.989 3.874  0.0996
H -0.882 3.264 2.624  0.1629
H -0.642 1.980 3.652  0.1614
H -0.535 1.731 2.057  0.0825
O 1.465 0.307 -1.319  -0.0814
N 1.890 1.223 -2.275  -0.0855
C 3.124 0.912 -2.828  -0.2037
C 3.740 -0.332 -2.553  -0.1736
N 4.210 -1.348 -2.277  0.2036
C 3.782 1.928 -3.567  -0.1536
N 4.325 2.766 -4.140  0.1886

Q: Which value of charge does entry 2 give?
A: 0